13
Properties=species:S:1:pos:R:3:nbo_charge:R:1 method="wB97M-V/def2-TZVPD" homo_energy_ha=0.008 total_charge=-2 total_energy_ev=-20181.938 lumo_energy_ev=6.0
H 1.29001 1.78270 0.00508 0.5579
H 0.81491 -0.90898 0.96192 0.2104
H -1.93575 0.08530 0.49388 0.2221
C -0.83279 0.01879 0.04697 -0.3141
H 0.68875 -1.02331 -0.71440 0.1875
H 2.47498 2.63367 1.85168 0.3939
C 0.11865 -1.18911 0.21350 -0.5713
H -0.75813 0.03718 -1.16132 0.2505
O -1.41130 2.06295 -1.02287 -0.7524
O 2.10734 1.84870 1.57160 -1.3062
S -0.54338 -2.82499 0.25374 -0.7286
O 0.93815 1.36538 -0.88874 -0.7911
C -0.44489 1.23316 -0.72323 0.6414

=====

13
Properties=species:S:1:pos:R:3:nbo_charge:R:1 method="wB97M-V/def2-TZVPD" homo_energy_ha=-0.318 total_energy_ev=-20181.767 lumo_energy_ev=0.3
H -1.66162 -1.99748 -0.07180 0.2021
H 2.98996 1.35662 -0.85096 0.0832
H -0.58295 -1.05046 1.13225 0.1950
H -1.12520 2.16599 -0.13614 0.1751
O -0.78667 0.22093 -1.74112 -0.5178
C -0.81035 -1.33406 0.14249 -0.1690
S -1.76345 1.20172 0.55650 -0.0993
H 0.56610 -1.52708 -1.15333 0.4778
C 1.85927 1.59162 -0.46329 0.0721
H 0.75868 1.32599 1.07753 0.5020
C -1.06160 -0.01078 -0.59053 0.4363
O 1.61701 1.05064 0.71379 -0.6616
O 0.32966 -1.90094 -0.36406 -0.6958

=====

13
Properties=species:S:1:pos:R:3:mulliken_spin:R:1 method="wB97M-V/def2-TZVPD" s_squared=0.76 homo_energy_ha="-0.516 / -0.518" total_charge=+1 spin_multiplicity=2 total_energy_ev=-57756.335 lumo_energy_ev="-7.8 / -7.8"
H 1.98624 0.15624 -2.04634 0.8535
Zn -0.27098 2.16513 -0.07728 0.0006
C 1.73916 0.41440 -0.02250 0.0610
O 2.81688 -0.10224 0.31705 0.1276
C -1.91575 -0.39100 0.18356 0.0004
O -0.69518 0.34090 0.05335 -0.0050
O 1.53198 1.69753 0.02791 0.0032
H -2.73537 0.30060 -0.03454 -0.0001
H -1.92032 -1.22063 -0.53475 0.0001
H -2.01027 -0.77755 1.20735 -0.0006
H 0.47974 -1.26817 -0.51748 -0.0154
C 0.48685 -0.44665 0.21390 -0.0203
H 0.50704 -0.86856 1.22978 -0.0051